(1)
The following is a DFT calculation (ωB97M-V/def2-TZVPD) of a structure of composition C33H32ClN5O3PdS3 in a non-equilibrium geometry.

Last column: Löwdin charge in e.
Element x y z (Å)
Pd (0.2479, -0.4862, 0.2014)  0.979
C (1.0569, 2.7177, 3.1622)  -0.021
C (0.5183, 1.3626, 3.3772)  -0.530
N (-0.0714, 0.6589, 2.4945)  0.122
C (-0.4706, -0.6489, 2.9383)  -0.484
C (0.0010, -0.8247, 4.3446)  -0.129
S (0.7084, 0.5798, 4.9566)  1.285
C (-2.6131, -0.8984, 1.4567)  -0.314
C (-3.9322, -0.6769, 1.1952)  -0.292
S (-4.2752, -0.9143, -0.4715)  1.175
C (-2.6191, -1.3044, -0.7392)  -0.574
N (-1.8984, -1.2514, 0.3480)  0.012
C (-2.0683, -1.6602, -2.0658)  -0.042
H (0.8248, 3.0515, 2.1546)  0.099
H (2.1353, 2.7234, 3.3182)  0.108
H (0.6263, 3.4129, 3.8797)  0.103
H (-0.1993, -1.6705, 4.9678)  0.110
H (-4.7048, -0.3885, 1.8791)  0.088
H (-2.7119, -2.3787, -2.5714)  0.096
H (-1.0700, -2.0915, -1.9377)  0.070
H (-2.0081, -0.7590, -2.6795)  0.069
S (-1.3181, -3.6325, 2.7443)  1.243
C (-2.2336, -2.3112, 3.4209)  -0.374
C (-3.0924, -2.5814, 4.4642)  -0.054
C (-3.7513, -1.5631, 5.1317)  0.071
C (-3.5461, -0.2192, 4.7490)  -0.008
C (-2.7675, 0.1013, 3.6913)  0.038
C (-2.0573, -0.9263, 2.8745)  -0.269
N (0.1353, -1.5111, 1.9751)  -0.024
C (-0.1472, -2.7679, 1.8045)  -0.506
C (0.5366, -3.3316, 0.6617)  -0.250
C (0.8765, -4.6718, 0.4982)  -0.023
C (1.6391, -5.0372, -0.5958)  -0.049
C (2.0561, -4.0840, -1.5089)  -0.026
C (1.7075, -2.7381, -1.3602)  -0.073
C (0.9627, -2.3608, -0.2675)  -0.125
H (-3.2325, -3.6054, 4.7738)  0.131
H (-4.3930, -1.7916, 5.9668)  0.144
H (-4.0324, 0.5588, 5.3142)  0.134
H (-2.6418, 1.1225, 3.3637)  0.153
H (0.5678, -5.4008, 1.2331)  0.113
H (1.9208, -6.0705, -0.7243)  0.119
H (2.6597, -4.3706, -2.3552)  0.122
H (2.0544, -2.0203, -2.0933)  0.101
C (-2.4739, 0.9557, -5.5683)  -0.062
C (-1.4049, 1.9911, -5.2130)  -0.196
N (-0.1424, 1.6972, -5.8477)  -0.060
C (-0.0430, 1.7699, -7.2933)  -0.188
C (0.0943, 0.4088, -7.9745)  -0.064
C (0.9616, 1.3372, -5.1559)  -0.434
O (1.9942, 0.9623, -5.6679)  0.098
C (0.9621, 1.5099, -3.6499)  -0.095
C (1.3929, 2.7308, -3.1347)  0.021
C (1.6922, 2.8170, -1.7844)  -0.065
C (1.5206, 1.6979, -0.9886)  -0.146
N (1.0345, 0.5487, -1.4657)  -0.035
C (0.7884, 0.4447, -2.7716)  -0.058
H (-3.3645, 1.1594, -4.9824)  0.074
H (-2.1235, -0.0456, -5.3325)  0.070
H (-2.7367, 0.9940, -6.6211)  0.072
H (-1.2644, 2.0017, -4.1296)  0.084
H (-1.7398, 2.9819, -5.5382)  0.131
H (0.8514, 2.3489, -7.5448)  0.129
H (-0.9190, 2.2978, -7.6667)  0.122
H (0.9889, -0.1003, -7.6310)  0.067
H (0.1860, 0.5641, -9.0452)  0.079
H (-0.7724, -0.2158, -7.7799)  0.066
H (1.4997, 3.5919, -3.7782)  0.141
H (2.0583, 3.7369, -1.3598)  0.110
H (1.7622, 1.7195, 0.0742)  0.098
H (0.4463, -0.5183, -3.1317)  0.125
Cl (-1.0059, 4.4647, -1.2394)  0.641
C (-2.1614, 3.3421, -0.5288)  -0.482
C (-1.6540, 1.9011, -0.8912)  -0.755
O (-1.8218, 1.4811, -2.0229)  0.003
O (-1.0819, 1.3522, 0.0733)  -0.147
H (-3.1409, 3.5242, -0.9664)  0.077
H (-2.1587, 3.4673, 0.5530)  0.060

Summary:
Energy above the lowest of the compared OMol25 structures with the same formula, charge and spin in kJ/mol: 650.5
HOMO-LUMO gap (spin up / spin down) in eV: 3.087 / 3.108
Spin multiplicity: 1
Total energy in a.u.: -3558.14797
Molar mass in g/mol: 784.7
Total charge: +2



(2)
The following is a DFT calculation (ωB97M-V/def2-TZVPD) of a structure of composition C33H32F6NO3P2PtS.

Last column: Löwdin charge in e.
Element x y z (Å)
Pt (-0.7332, 1.1711, 1.8056)  1.002
O (-0.9907, 3.6452, 3.5357)  -0.008
N (-1.4380, 3.0877, 2.3663)  -0.170
C (-2.2610, 3.8561, 1.7743)  -0.066
C (-3.0120, 3.6010, 0.5354)  -0.179
C (-3.9659, 4.5825, 0.2515)  -0.031
C (-4.7895, 4.5010, -0.8556)  -0.057
C (-4.6750, 3.4163, -1.7101)  -0.054
C (-3.7287, 2.4395, -1.4465)  -0.076
C (-2.8802, 2.5155, -0.3441)  -0.258
P (-1.6144, 1.2109, -0.1769)  0.932
C (-0.4005, 1.5757, -1.4731)  -0.322
C (0.8699, 1.9970, -1.0865)  -0.091
C (1.8282, 2.2995, -2.0426)  -0.062
C (1.5260, 2.1824, -3.3894)  -0.065
C (0.2573, 1.7750, -3.7846)  -0.067
C (-0.7026, 1.4757, -2.8325)  -0.092
C (-2.5358, -0.2837, -0.6388)  -0.349
C (-3.7089, -0.5518, 0.0669)  -0.088
C (-4.4535, -1.6825, -0.2221)  -0.073
C (-4.0331, -2.5550, -1.2190)  -0.080
C (-2.8584, -2.3024, -1.9093)  -0.073
C (-2.1057, -1.1730, -1.6155)  -0.089
H (-0.2167, 3.1288, 3.8331)  0.055
H (-2.4517, 4.8066, 2.2643)  0.140
H (-4.0620, 5.4231, 0.9275)  0.116
H (-5.5205, 5.2754, -1.0443)  0.111
H (-5.3170, 3.3265, -2.5760)  0.111
H (-3.6606, 1.5860, -2.1084)  0.104
H (1.1189, 2.0636, -0.0335)  0.085
H (2.8167, 2.6065, -1.7275)  0.116
H (2.2800, 2.4015, -4.1345)  0.111
H (0.0171, 1.6863, -4.8361)  0.107
H (-1.6839, 1.1545, -3.1572)  0.098
H (-4.0390, 0.1256, 0.8465)  0.114
H (-5.3619, -1.8839, 0.3300)  0.109
H (-4.6167, -3.4373, -1.4468)  0.108
H (-2.5188, -2.9891, -2.6738)  0.111
H (-1.1818, -0.9851, -2.1450)  0.086
C (-1.0475, -3.4187, 0.9556)  -0.016
C (-0.4886, -2.9455, 2.2870)  -0.589
C (-1.4150, -3.3285, 3.4272)  -0.021
C (0.9230, -3.4665, 2.5250)  -0.009
O (-0.4646, -1.4946, 2.3580)  -0.107
H (-1.1535, -4.5047, 0.9783)  0.097
H (-0.3872, -3.1583, 0.1289)  0.076
H (-2.0283, -2.9758, 0.7718)  0.073
H (-1.4722, -4.4140, 3.5170)  0.090
H (-2.4166, -2.9351, 3.2485)  0.087
H (-1.0416, -2.9166, 4.3647)  0.093
H (0.9187, -4.5570, 2.5748)  0.090
H (1.3149, -3.0689, 3.4612)  0.094
H (1.5894, -3.1611, 1.7170)  0.081
C (6.0879, -2.7789, -2.0852)  -0.047
C (6.5229, -1.7124, -3.0531)  -0.736
O (7.5231, -1.7710, -3.7143)  0.006
S (5.4980, -0.2462, -3.2361)  1.009
C (4.1441, -0.5169, -2.1279)  -0.575
C (4.2397, -0.1454, -0.7818)  -0.099
C (3.1757, -0.3196, 0.0730)  -0.003
C (1.9444, -0.8538, -0.4003)  -0.248
C (1.8762, -1.2428, -1.7637)  -0.027
C (2.9512, -1.0694, -2.6045)  -0.110
C (0.8552, -0.9198, 0.4429)  0.016
C (0.0194, -0.6670, 1.4056)  -0.411
H (6.7662, -3.6228, -2.1820)  0.087
H (5.0610, -3.0876, -2.2771)  0.080
H (6.1235, -2.3896, -1.0670)  0.086
H (5.1625, 0.2889, -0.4170)  0.113
H (3.2389, -0.0200, 1.1115)  0.109
H (0.9585, -1.6751, -2.1413)  0.102
H (2.8812, -1.3543, -3.6471)  0.109
F (2.0085, 1.8872, 2.5381)  -0.171
P (1.9294, 1.3305, 4.0557)  0.199
F (1.6644, 0.7887, 5.5214)  -0.106
F (2.2250, -0.1412, 3.5250)  -0.117
F (0.2201, 1.0353, 3.7494)  -0.316
F (1.4484, 2.8160, 4.5229)  -0.155
F (3.4472, 1.6596, 4.3304)  -0.096

Summary:
Energy above the lowest of the compared OMol25 structures with the same formula, charge and spin in kJ/mol: 7.8
HOMO-LUMO gap (spin up / spin down) in eV: 5.987 / 7.375
Spin multiplicity: 2
Total energy in a.u.: -3356.75453
Molar mass in g/mol: 893.7
Total charge: 0



(3)
The following is a DFT calculation (ωB97M-V/def2-TZVPD) of a structure of composition C33H32FN5O4PtS2.

Last column: Löwdin charge in e.
Element x y z (Å)
Pt (-0.2429, -0.1032, -0.5150)  0.975
C (-2.1507, 0.4009, 3.3016)  -0.033
C (-1.4939, 0.7416, 1.9875)  -0.229
N (-1.0131, -0.2473, 1.2789)  -0.179
N (-1.0773, -1.4975, 1.8926)  -0.070
C (-0.5184, -2.4497, 1.2342)  -1.123
S (0.2180, -2.3048, -0.3052)  0.558
S (-0.4158, -4.0201, 2.0652)  0.842
C (0.7330, -3.4951, 3.3953)  -0.423
C (2.0192, -2.9602, 2.8385)  -0.320
C (2.1799, -1.5936, 2.6276)  -0.056
C (3.3047, -1.1015, 1.9816)  -0.064
C (4.3001, -1.9755, 1.5684)  -0.086
C (4.1652, -3.3374, 1.8070)  -0.093
C (3.0262, -3.8277, 2.4280)  -0.067
C (-1.4176, 2.1344, 1.5752)  -0.099
C (-1.6873, 3.1279, 2.5510)  -0.063
C (-1.6641, 4.4697, 2.2853)  -0.113
C (-1.3743, 4.8964, 0.9786)  -0.098
C (-1.0894, 3.9814, 0.0086)  -0.019
C (-1.0633, 2.5812, 0.2670)  -0.350
O (-0.7341, 1.8306, -0.7273)  -0.223
H (-2.6516, -0.5579, 3.2230)  0.072
H (-1.4018, 0.3030, 4.0908)  0.096
H (-2.8684, 1.1614, 3.5878)  0.067
H (0.2180, -2.7563, 4.0065)  0.072
H (0.8918, -4.3967, 3.9885)  0.071
H (1.3942, -0.9120, 2.9330)  0.107
H (3.3911, -0.0467, 1.7550)  0.100
H (5.1551, -1.5788, 1.0376)  0.093
H (4.9428, -4.0243, 1.4928)  0.092
H (2.9038, -4.8953, 2.5773)  0.107
H (-1.8914, 2.8233, 3.5666)  0.094
H (-1.8594, 5.1849, 3.0728)  0.091
H (-1.3594, 5.9539, 0.7419)  0.098
H (-0.8338, 4.2828, -0.9987)  0.111
F (-0.6972, -0.9834, -7.0991)  0.060
C (0.4286, -1.1041, -6.3476)  -0.195
C (0.4506, -0.6551, -5.0605)  0.101
C (1.6354, -0.7427, -4.3244)  -0.025
C (1.6298, -0.2891, -2.9163)  -0.276
O (0.5026, -0.0353, -2.4526)  -0.165
C (2.9124, -0.2210, -2.2851)  -0.001
C (3.9636, -0.7796, -2.9365)  0.043
N (3.9360, -1.3667, -4.1667)  0.002
C (5.1317, -1.9556, -4.7095)  -0.271
C (5.9680, -2.8057, -3.8098)  -0.078
C (5.1721, -3.4457, -4.9094)  -0.099
C (2.7821, -1.2945, -4.9121)  -0.119
C (2.7233, -1.7687, -6.2316)  0.074
C (1.5502, -1.6810, -6.9469)  -0.183
N (1.5064, -2.1643, -8.2974)  -0.127
C (1.4789, -1.1410, -9.3344)  -0.125
C (2.1570, -1.7430, -10.5777)  -0.074
N (2.1025, -3.2403, -10.4317)  0.041
C (0.7321, -3.6860, -10.0132)  -0.073
C (0.5085, -3.1927, -8.5705)  -0.127
C (3.2827, 0.4995, -0.9467)  -0.676
O (4.4664, 0.3155, -0.5991)  -0.050
O (2.3837, 1.1752, -0.4396)  -0.020
H (-0.4272, -0.2306, -4.5912)  0.148
H (4.9161, -0.7544, -2.4210)  0.139
H (5.6475, -1.3341, -5.4340)  0.151
H (5.6186, -2.9478, -2.7970)  0.115
H (7.0402, -2.7328, -3.9172)  0.108
H (4.2885, -3.9970, -4.6171)  0.113
H (5.6953, -3.8286, -5.7755)  0.097
H (3.5882, -2.2226, -6.6939)  0.113
H (2.0317, -0.2668, -9.0003)  0.143
H (0.4568, -0.8191, -9.5693)  0.133
H (3.2083, -1.4715, -10.6484)  0.134
H (1.6534, -1.4857, -11.5073)  0.133
H (2.7394, -3.4786, -9.6665)  0.179
H (2.4080, -3.7042, -11.2845)  0.182
H (0.6794, -4.7686, -10.0981)  0.134
H (0.0347, -3.2426, -10.7213)  0.135
H (0.6489, -4.0048, -7.8580)  0.141
H (-0.5201, -2.8330, -8.4793)  0.127

Summary:
Energy above the lowest of the compared OMol25 structures with the same formula, charge and spin in kJ/mol: 0.0
HOMO-LUMO gap in eV: 4.280
Spin multiplicity: 1
Total energy in a.u.: -2866.92995
Molar mass in g/mol: 840.9
Total charge: 0



- Which value of total charge does entry 2 give?
  0